(1)
Here is 9 unconnected molecules or ions with the total composition C38H95N9O4 from the Open Molecules 2025 dataset. Energies are from ωB97M-V with the def2-TZVPD basis set.

Summary:
HOMO level ... -7.6 eV
SMILES ... CCN(CC)CC.CCN(CC)CC.CCN(CC)CC.CCN(CC)CC.CCN(CC)CC.CC(N)=O.CC(N)=O.CC(N)=O.CC(N)=O
Relative energy (zero: lowest compared OMol25 entry of this formula, charge and spin) ... 47.1 kcal per mole
LUMO energy ... 0.339 eV
Electronic energy ... -2298.508441 Eh

Atoms and positions in Å:
C -3.15853 5.83136 -5.57232
C -3.14030 4.75244 -4.42071
N -1.83980 4.11211 -4.29318
C -1.95929 2.73789 -3.83457
C -2.30295 2.63648 -2.33740
C -0.87510 5.01001 -3.68141
C 0.52368 4.42133 -3.79760
H -2.98493 6.80701 -5.12800
H -4.13007 5.86538 -6.07191
H -2.50843 5.49791 -6.37864
H -3.61331 5.17071 -3.51653
H -3.91120 3.98118 -4.52881
H -2.60939 2.18440 -4.50905
H -1.01018 2.19417 -3.85961
H -1.40133 2.36870 -1.78238
H -2.62700 3.54617 -1.83119
H -3.04311 1.83652 -2.26912
H -1.20400 5.23625 -2.65788
H -0.91681 5.91461 -4.29080
H 1.32676 5.07484 -3.45018
H 0.72647 4.05270 -4.79942
H 0.60628 3.61810 -3.05668
C -0.08064 -3.50016 -5.14545
C -0.22860 -2.41941 -6.19255
N 0.71381 -2.51180 -7.28889
C 0.81096 -1.20231 -7.97969
C 1.76323 -0.28887 -7.24746
C 0.27071 -3.58347 -8.19200
C 1.01184 -3.72032 -9.52661
H -0.50437 -3.01996 -4.25517
H 0.97685 -3.72840 -5.04266
H -0.77692 -4.33457 -5.23084
H -1.29049 -2.34413 -6.49240
H -0.08100 -1.42519 -5.76069
H -0.21040 -0.80331 -8.00663
H 1.25417 -1.40673 -8.95102
H 2.03562 0.64177 -7.75710
H 2.68737 -0.84165 -7.08434
H 1.33860 0.17342 -6.35188
H 0.38788 -4.53026 -7.66030
H -0.80509 -3.42193 -8.35445
H 1.00524 -4.70187 -9.99042
H 0.65900 -2.93135 -10.19341
H 2.06355 -3.44140 -9.40228
C -2.08259 0.37975 0.80440
C -0.78048 -0.03369 0.11287
N -0.24830 -1.30421 0.51418
C 1.14316 -1.48401 0.09421
C 2.03077 -1.96652 1.26062
C -1.11480 -2.47956 0.28989
C -1.47357 -2.67820 -1.16585
H -2.42359 1.35812 0.46620
H -1.98213 0.31858 1.88726
H -2.90522 -0.28729 0.52936
H -0.86757 0.09612 -0.97868
H -0.04003 0.71886 0.39100
H 1.23202 -2.32616 -0.59930
H 1.54701 -0.54571 -0.28297
H 3.06998 -1.90400 0.93085
H 1.93982 -1.33866 2.15095
H 1.74613 -2.98545 1.52003
H -2.03045 -2.28010 0.85096
H -0.63132 -3.32940 0.77201
H -0.54778 -2.79685 -1.73152
H -2.03330 -1.78730 -1.45792
H -2.10786 -3.52981 -1.41303
C -6.27623 -3.00359 4.34177
C -5.84556 -2.18614 3.13945
N -6.80261 -1.17151 2.75823
C -8.13560 -1.63722 2.34951
C -8.10010 -2.74933 1.28622
C -6.38638 -0.00176 2.00363
C -5.32813 0.90176 2.60984
H -6.42971 -2.25740 5.12327
H -5.44166 -3.65591 4.60820
H -7.12261 -3.67183 4.19568
H -4.83453 -1.80586 3.28034
H -5.74731 -2.86465 2.27403
H -8.80731 -1.93880 3.15520
H -8.66496 -0.82777 1.84967
H -7.99807 -3.75124 1.70757
H -9.05537 -2.70199 0.75340
H -7.38483 -2.69770 0.46284
H -7.14318 0.46108 1.37616
H -5.78914 -0.40663 1.15423
H -4.33738 0.47717 2.75146
H -5.60313 1.45563 3.51196
H -5.23551 1.72305 1.89004
C 3.16034 2.66181 7.67054
C 3.95545 2.05434 6.54514
N 3.24193 1.23441 5.57817
C 2.56253 0.09983 6.23837
C 3.40952 -0.85884 7.09293
C 4.24281 0.64168 4.64994
C 4.89345 1.64449 3.66552
H 2.96068 1.90367 8.43053
H 2.20694 3.05394 7.30169
H 3.62295 3.54256 8.11229
H 4.24948 2.93741 5.97058
H 4.74657 1.44459 6.99927
H 1.83024 0.54241 6.91553
H 2.14575 -0.55338 5.47235
H 4.18229 -0.45921 7.74390
H 2.69937 -1.48021 7.64630
H 3.83241 -1.65200 6.46791
H 3.81305 -0.18759 4.08718
H 5.07767 0.21348 5.21975
H 5.23868 2.52478 4.19627
H 4.21810 1.58413 2.81589
H 5.80260 1.11913 3.35892
C 1.52907 2.21644 2.11809
C 2.48366 2.98885 1.21822
N 2.42112 4.33800 1.26730
O 3.06870 2.34529 0.35440
H 0.49779 2.57096 2.12930
H 2.01714 2.17329 3.09498
H 1.39129 1.21614 1.71196
H 2.93917 4.77203 0.51702
H 2.31967 4.68638 2.20732
C 4.42966 0.55241 -2.01860
C 5.35699 -0.14872 -1.03113
N 5.02476 0.12026 0.25391
O 6.24036 -0.92717 -1.32776
H 4.81538 1.51192 -2.37949
H 3.41196 0.72917 -1.68565
H 4.43332 0.04069 -2.98422
H 5.43998 -0.44504 0.97635
H 4.51696 0.94802 0.53129
C 5.16127 -4.27309 -0.38011
C 4.15736 -5.00862 0.49325
N 4.59972 -5.39574 1.72364
O 3.01898 -5.22635 0.12467
H 6.16803 -4.25625 0.03740
H 4.94816 -3.21394 -0.52705
H 5.05575 -4.78297 -1.33647
H 5.58569 -5.46131 1.89009
H 3.90183 -5.83384 2.30082
C -0.86084 0.65848 4.69469
C -0.95754 2.05262 5.22916
N 0.23373 2.68397 5.41078
O -2.02661 2.60873 5.40137
H -0.68920 0.77389 3.61602
H -1.87678 0.26320 4.67541
H -0.11129 -0.04590 5.04024
H 1.09398 2.19775 5.19348
H 0.24863 3.54684 5.92572

Löwdin population analysis, charges in e, atoms 1 to 6: -0.078 -0.263 -0.218 -0.245 -0.087 -0.253

***

(2)
Here is a single C4H7N3S molecule from the Open Molecules 2025 dataset. Energies are from ωB97M-V with the def2-TZVPD basis set.

Summary:
HOMO level ... -8.8 eV
SMILES ... C=NS/C=N/N=C\C
Relative energy (zero: lowest compared OMol25 entry of this formula, charge and spin) ... 77.3 kcal per mole
LUMO energy ... 0.532 eV
Electronic energy ... -718.979459 Eh

Atoms and positions in Å:
C 1.16698 -2.00350 1.37752
N 2.26235 -1.48620 1.78245
S 2.73147 0.11110 1.52619
C 1.56298 1.01946 0.60574
N 0.46828 0.61974 0.10024
N -0.17151 1.67487 -0.57453
C -1.26495 1.33821 -1.15190
C -1.93750 0.01394 -1.21924
H 0.40445 -1.49735 0.77849
H 1.01628 -3.05712 1.63760
H 1.90467 2.02840 0.47121
H -1.76175 2.18269 -1.66625
H -2.16919 -0.25059 -2.24113
H -2.90134 0.07287 -0.66592
H -1.31124 -0.76654 -0.76047

natural (NBO) population analysis, charges in e, atoms 1 to 6: -0.064 -0.569 0.510 -0.094 -0.374 -0.300

***

(3)
Here is a gas-phase ion, C9H10N (charge +1) from the Open Molecules 2025 dataset. Energies are from ωB97M-V with the def2-TZVPD basis set.

Summary:
HOMO level ... -13.4 eV
SMILES ... C=C1C2=C[C@@H]3[NH2+][C@]3(C)C=C12
Relative energy (zero: lowest compared OMol25 entry of this formula, charge and spin) ... 138.8 kcal per mole
LUMO energy ... -4.721 eV
Electronic energy ... -403.219600 Eh
Charge ... +1

Atoms and positions in Å:
C -0.67926 -0.96440 -3.68091
C -0.27265 -0.54573 -2.48708
C 0.37155 0.37352 -1.58642
C 1.11360 1.22218 -0.95870
C 0.75615 1.02757 0.74251
N 1.21515 -0.29036 1.19497
C -0.25775 -0.00504 1.23274
C -0.78657 0.33830 2.56697
C -1.02649 -0.72618 0.18975
C -0.52310 -0.56136 -1.03559
H -1.47208 -1.70181 -3.93514
H 0.03009 -0.62327 -4.60131
H 1.64498 2.15433 -1.07893
H 1.12626 1.69445 1.56686
H 1.47303 -0.93024 0.47750
H 1.80942 -0.35898 2.01695
H 0.04922 0.87730 3.21042
H -1.22893 -0.39527 3.31033
H -1.71746 0.94212 2.31934
H -1.62516 -1.52715 0.53574

natural (NBO) population analysis, charges in e, atoms 1 to 6: -0.248 -0.062 -0.076 -0.111 -0.064 -0.540

***

(4)
Here is 4 unconnected molecules or ions with the total composition C22H45Br6NO4P from the Open Molecules 2025 dataset. Energies are from ωB97M-V with the def2-TZVPD basis set.

Summary:
HOMO level (spin up / spin down) ... -8.4 / -9.5 eV
LUMO energy (spin up / spin down) ... 0.413 / 0.300 eV
Electronic energy ... -17006.373386 Eh
2S+1 ... 2

Atoms and positions in Å:
C 7.32370 -0.08243 0.29437
C 5.89483 -0.71095 0.10716
O 4.97790 0.23268 -0.51172
P 3.40255 -0.13591 -0.13044
O 3.29715 -1.63043 0.14511
C 2.22900 0.20894 -1.56089
C 1.02810 -0.78278 -1.36590
C -0.31919 -0.24322 -1.96076
C -1.50680 -0.43023 -0.96504
C -2.91562 -0.13703 -1.62899
C -4.05983 -0.61625 -0.66496
C -5.15931 0.53684 -0.67690
C -4.82476 -1.89522 -1.20064
N -3.64158 -0.75740 0.73878
O -3.43224 0.37310 1.31933
C -2.54500 -1.73497 0.92767
C -1.58134 -1.23810 2.07846
C -3.05242 -3.15097 1.42750
C -1.61566 -1.87719 -0.35044
O 2.85847 0.63360 1.25730
C 2.48991 2.00363 0.99712
C 0.95309 2.22706 1.14608
H 8.05049 -0.87800 -0.02040
H 7.48738 0.82948 -0.30843
H 7.48849 0.08792 1.38704
H 5.54232 -0.99512 1.12123
H 5.96769 -1.60423 -0.53859
H 1.93011 1.27284 -1.61689
H 2.78755 -0.08704 -2.47667
H 0.87236 -0.87224 -0.26677
H 1.32825 -1.76906 -1.77323
H -0.57644 -0.65697 -2.95815
H -0.18251 0.85774 -2.10536
H -1.39174 0.35187 -0.17777
H -2.96348 0.94594 -1.86578
H -3.00459 -0.67620 -2.60495
H -5.80106 0.46613 -1.58186
H -5.73380 0.43145 0.26452
H -4.66242 1.52962 -0.74595
H -5.64782 -1.60810 -1.88884
H -5.33079 -2.33521 -0.31293
H -4.14151 -2.60326 -1.70406
H -0.86318 -2.08138 2.22455
H -2.11470 -1.03349 3.02206
H -0.95452 -0.38136 1.74852
H -4.00331 -3.45611 0.95946
H -2.23190 -3.86198 1.19705
H -3.12208 -3.08703 2.53586
H -2.10588 -2.50534 -1.12005
H -0.65736 -2.27715 0.02597
H 2.85681 2.37735 0.01543
H 2.97622 2.61025 1.79617
H 0.68545 3.30586 1.23628
H 0.59371 1.68151 2.04068
H 0.38367 1.80036 0.28323
Br 7.49335 -1.80104 3.60114
C 6.85621 -3.57328 3.10445
C 7.92612 -4.35042 2.38569
Br 8.11901 -3.73841 0.54705
H 5.95558 -3.43329 2.51121
H 6.59508 -4.05756 4.04432
H 7.65290 -5.40194 2.31034
H 8.90378 -4.26695 2.85266
Br -1.07005 5.15860 1.27149
C -2.79810 4.47086 1.87223
C -2.77298 4.03280 3.31574
Br -1.90047 2.30899 3.54037
H -3.07430 3.67359 1.18663
H -3.48501 5.30696 1.74811
H -3.78716 3.88120 3.68256
H -2.25700 4.73488 3.96522
Br -2.71736 2.21809 -6.47792
C -4.06994 1.95262 -5.10178
C -4.15165 3.13723 -4.17453
Br -2.66814 3.15202 -2.91191
H -3.82309 1.02617 -4.58942
H -5.00642 1.82633 -5.64333
H -5.04882 3.07979 -3.55908
H -4.13383 4.09099 -4.69477

Löwdin population analysis, charges in e, atoms 1 to 6: -0.098 -0.296 -0.236 0.649 -0.324 -0.193

***

(5)
Here is 2 unconnected molecules or ions with the total composition C11H16FN3O3S from the Open Molecules 2025 dataset. Energies are from ωB97M-V with the def2-TZVPD basis set.

Summary:
HOMO level ... 2.5 eV
LUMO energy ... 3.916 eV
Electronic energy ... -1316.401576 Eh
Charge ... -2

Atoms and positions in Å:
C 2.22748 -2.82549 -0.01684
C 3.37016 -1.62261 0.01696
S 3.34937 -0.62111 -1.58650
C 2.12038 0.81423 -1.30903
C 0.58029 0.25208 -1.30623
C 0.03277 0.42311 -2.87735
N -0.40523 0.70102 -4.08827
C -0.46873 1.09913 -0.37285
N -0.55590 2.50280 -1.00909
C 0.10137 1.38529 1.17337
N 0.63695 1.08889 2.33996
C -2.00030 0.51582 -0.36572
C -2.15824 -1.02851 0.15776
C -2.55387 -2.11773 -1.01068
F -0.98685 -1.57528 0.87941
H 1.38058 -2.58263 0.75374
H 2.67962 -3.87732 0.31823
H 1.86300 -2.92124 -1.12482
H 4.40534 -2.18447 0.20161
H 3.22943 -0.91459 0.96482
H 2.26852 1.52404 -2.25713
H 2.42066 1.45216 -0.37518
H 0.50552 -0.91170 -1.09134
H 0.38014 2.98244 -0.85399
H -1.24743 3.01029 -0.37896
H -2.38821 0.52466 -1.49467
H -2.75068 1.24432 0.20930
H -3.06138 -1.04106 0.93627
H -2.90210 -3.10094 -0.43107
H -1.59882 -2.41734 -1.61903
H -3.45477 -1.76487 -1.68356
C -1.22532 2.98070 4.36351
O -0.51849 2.59733 5.28294
O -1.09225 4.05233 3.76154
O -2.18303 2.35626 3.89292

natural (NBO) population analysis, charges in e, atoms 1 to 6: -0.659 -0.557 0.119 -0.531 -0.311 0.286

***

(6)
Here is a single C4H3ClFNS molecule from the Open Molecules 2025 dataset. Energies are from ωB97M-V with the def2-TZVPD basis set.

Summary:
HOMO level ... -10.1 eV
SMILES ... C[C@](F)(Cl)C(=S)C#N
Relative energy (zero: lowest compared OMol25 entry of this formula, charge and spin) ... 34.9 kcal per mole
LUMO energy ... -1.802 eV
Electronic energy ... -1167.153080 Eh

Atoms and positions in Å:
C 1.82474 1.06458 0.50241
C 0.74826 0.02634 0.40360
F 0.72052 -0.63998 1.60306
Cl 1.20401 -1.02003 -1.06310
C -0.67740 0.30655 -0.04250
S -1.09994 1.78678 -0.36913
C -1.58884 -0.91769 0.18715
N -2.48005 -1.73937 0.23658
H 1.64063 1.75524 1.41347
H 1.76950 1.55875 -0.47124
H 2.75589 0.49481 0.64912

natural (NBO) population analysis, charges in e, atoms 1 to 6: -0.668 0.377 -0.331 -0.066 -0.289 0.256